Computed, not measured: a 2-piece molecular cluster, C22H26F8N2O5 overall, with wB97M-V/def2-TZVPD.

Atoms and positions in Å:
1 O 2.726 3.155 -0.868
2 F -6.166 -2.195 1.209
3 H -0.009 -0.482 -3.858
4 H -4.789 1.144 -0.257
5 C 1.036 0.537 -2.264
6 F -5.918 -3.123 -1.528
7 H 0.130 0.820 -1.716
8 H 0.866 1.920 -3.655
9 C -2.493 1.325 2.751
10 C 2.579 2.172 0.064
11 C 0.775 -0.680 -3.122
12 H -3.232 2.083 2.485
13 C 4.396 -0.991 1.224
14 C -3.430 -0.362 -0.927
15 H -1.788 3.471 1.154
16 C 3.573 1.187 0.172
17 C -3.881 0.662 0.106
18 N 4.587 0.239 -1.850
19 F -6.774 -0.285 0.289
20 C 0.002 0.852 2.505
21 H 1.818 0.321 -1.541
22 O 1.527 1.665 -3.004
23 F -3.720 -2.462 0.158
24 H 4.816 2.230 -1.204
25 H 5.772 -3.023 1.177
26 H 4.427 -4.090 1.550
27 H 0.455 -1.519 -2.503
28 H 1.682 -0.967 -3.656
29 C -0.977 2.784 1.376
30 C -5.645 -1.858 -1.111
31 H 2.310 2.858 -1.700
32 C 1.264 1.041 1.735
33 H -7.577 -2.055 -0.192
34 C -6.613 -1.616 0.077
35 C -1.163 1.730 2.175
36 H 5.335 -0.762 0.717
37 F -3.580 -2.409 -2.021
38 F -3.562 0.182 -2.167
39 C -2.967 -0.035 2.186
40 H -3.087 1.420 0.125
41 C 0.329 3.137 0.753
42 H 4.637 -1.100 2.295
43 H -2.161 -0.518 1.628
44 H -2.420 1.254 3.836
45 H 5.291 -0.483 -1.822
46 H -3.257 -0.711 2.990
47 H 5.669 1.051 -0.209
48 O 0.432 4.204 0.192
49 F -5.996 -0.999 -2.103
50 O -4.121 0.096 1.361
51 H 3.027 -2.455 1.176
52 C 1.424 2.123 0.852
53 F -2.096 -0.626 -0.752
54 H 2.109 -0.730 2.564
55 H 4.954 -3.871 -0.135
56 H 4.610 0.677 -2.759
57 C -4.095 -1.774 -0.938
58 C 2.254 0.080 1.857
59 C 4.796 -3.365 0.819
60 N 3.865 -2.234 0.651
61 C 4.751 1.234 -0.775
62 C 3.403 0.134 1.075
63 O -0.113 -0.009 3.354

Computed properties:
SMILES string ... CNCc1cc2c(c(O)c1CN)C(=O)C=C(CCOCC(F)(F)C(F)(F)C(F)(F)C(F)F)C2=O.CCO
Electronic energy ... -58192.463 eV
Orbital gap ... 8.04 eV
ΔE to the lowest compared entry with this formula, charge and spin ... 0.000 eV